# 1
23
Properties=species:S:1:pos:R:3:mulliken_charge:R:1 method="wB97M-V/def2-TZVPD" total_charge=0 gap_ev="7.8 / 7.8" lumo_ev="-1.43 / -1.43" total_energy_ev=-90190.7062 fmax_ev_per_a=2.095 de_lowest_kcal_mol=0.0
C 1.02 -0.93 -0.63 0.899
C 0.35 -0.12 -1.48 0.206
C 1.56 -0.39 0.63 0.244
C 1.37 1.09 0.88 0.813
C 0.30 1.31 -1.43 -1.031
C 0.00 1.69 0.83 0.528
C 1.14 -2.40 -0.81 -1.872
C -1.27 0.95 1.12 -1.383
N 1.47 2.10 -1.58 1.254
O 2.12 -1.07 1.46 -0.600
O 2.29 1.86 1.09 -0.592
O 1.31 3.30 -1.48 -0.654
O 2.54 1.55 -1.74 -0.574
O -0.04 2.99 0.94 -0.506
Br -0.73 -0.89 -2.87 -0.132
H -0.58 1.84 -1.77 0.614
H 1.36 -2.66 -1.84 0.475
H 0.21 -2.89 -0.52 0.345
H 1.93 -2.77 -0.15 0.404
H -1.06 -0.04 1.52 0.327
H -1.90 0.85 0.25 0.287
H -1.82 1.55 1.85 0.473
H 0.88 3.35 0.87 0.474

---

# 2
23
Properties=species:S:1:pos:R:3:mulliken_charge:R:1 method="wB97M-V/def2-TZVPD" total_charge=+2 gap_ev=3.3 lumo_ev=-12.87 total_energy_ev=-53899.4630 fmax_ev_per_a=3.051
C -0.64 -1.04 2.06 -0.259
C 0.04 0.06 1.47 -0.733
C 0.65 0.14 0.08 1.690
C -0.11 0.29 -1.23 -0.038
Cl 0.87 0.20 -2.69 -0.023
C -1.44 0.51 -1.42 0.511
C -2.37 0.64 -0.23 -1.638
Cl -2.16 0.68 -3.00 -0.042
O 1.53 1.28 0.10 -0.355
C 2.87 0.83 -0.08 0.431
O 3.73 1.57 0.04 -0.298
O 2.96 -0.53 -0.35 -0.263
C 1.72 -1.06 0.11 -0.399
S 1.33 -2.59 -0.83 -0.126
H -0.11 -1.77 2.71 0.353
H -1.74 -1.09 1.87 0.200
H 0.17 0.95 2.15 0.562
H -3.39 1.04 -0.53 0.597
H -1.97 1.28 0.61 0.479
H -2.53 -0.38 0.21 0.205
H 1.97 -1.42 1.14 0.492
H 2.20 -2.49 -1.89 0.242
Pd -3.56 2.90 -0.27 0.412